Entry 1:
This record from OMol25 describes 2 unconnected molecules or ions with the total composition C5H13N2 at a distorted geometry. The level of theory is ωB97M-V/def2-TZVPD.

Geometry as XYZ:
```
20
Properties=species:S:1:pos:R:3:lowdin_spin:R:1
N 2.33 -0.77 1.64 0.03
N 0.67 -0.73 -0.52 0.78
C 0.35 0.16 0.56 0.06
C -1.76 0.53 -0.82 0.02
C -1.13 0.66 0.55 0.03
C -2.59 1.35 -1.46 0.00
C 0.89 -0.47 1.87 0.03
H 2.60 -1.52 2.28 0.00
H 1.05 0.99 0.36 0.00
H 0.27 -1.38 2.05 0.00
H 0.74 0.08 2.80 0.00
H -3.00 1.07 -2.41 0.00
H 1.70 -0.49 -3.07 0.00
H 0.21 -1.64 -0.49 0.02
H 2.25 -0.61 -3.56 0.00
H -2.71 2.38 -1.13 0.00
H -0.94 1.74 0.75 0.00
H 2.29 -1.19 0.71 0.01
H -1.76 0.17 1.29 0.00
H -1.47 -0.34 -1.41 0.01
```

HOMO-LUMO gap (spin up / spin down) in Ha: 0.3926 / 0.3269
Energy above the lowest of the compared OMol25 structures with the same formula, charge and spin in kcal/mol: 55.6
Charge: 0
2S+1: 2
Lowest unoccupied orbital energy (spin up / spin down) in eV: 1.06 / -0.71
<S²>: 0.754


Entry 2:
This record from OMol25 describes 2 unconnected molecules or ions with the total composition C5H13N2 at a distorted geometry. The level of theory is ωB97M-V/def2-TZVPD.

Geometry as XYZ:
```
20
Properties=species:S:1:pos:R:3:mulliken_charge:R:1
N -0.54 1.92 1.35 -0.31
N 1.26 0.60 1.95 -0.32
C 0.73 1.63 1.32 0.22
C 0.08 -1.30 -0.61 -0.09
C -0.64 -0.38 -1.26 -0.10
C -0.10 0.54 -2.32 -1.15
C -0.50 -2.37 0.28 -1.11
H 2.18 0.27 1.67 0.27
H 0.01 -2.37 1.25 0.27
H 0.66 -0.01 2.49 0.22
H -0.72 0.50 -3.21 0.36
H -1.19 1.34 1.86 0.23
H -0.92 2.63 0.73 0.27
H -1.69 -0.25 -1.04 0.33
H 0.94 0.31 -2.57 0.32
H -1.55 -2.14 0.46 0.29
H -0.14 1.57 -1.94 0.23
H 1.38 2.18 0.65 0.39
H -0.39 -3.36 -0.16 0.34
H 1.13 -1.31 -0.92 0.35
```

HOMO-LUMO gap in Ha: 0.3252
Energy above the lowest of the compared OMol25 structures with the same formula, charge and spin in kcal/mol: 34.7
Charge: +1
Lowest unoccupied orbital energy in eV: -3.82


Entry 3:
This record from OMol25 describes a gas-phase ion, C5H13N2 (charge +1) at a distorted geometry. The level of theory is ωB97M-V/def2-TZVPD.

Geometry as XYZ:
```
20
Properties=species:S:1:pos:R:3:mulliken_charge:R:1
N 1.65 0.13 1.06 -0.54
N -0.76 0.06 0.58 -0.03
C -1.81 0.96 -0.04 -0.97
C 0.85 -0.11 -0.06 1.18
C 0.33 -1.59 -0.43 -0.53
C -0.91 -1.35 0.42 -0.65
C 1.09 1.06 -1.01 -2.08
H 1.28 -2.16 -0.20 0.39
H -2.66 0.98 0.71 0.34
H -0.94 -2.03 1.43 0.28
H 0.14 -1.64 -1.51 0.27
H 2.34 0.96 0.99 0.27
H -0.93 0.31 1.49 0.26
H 2.13 1.08 -1.28 0.53
H -1.44 2.04 -0.09 0.31
H 0.59 0.98 -1.99 0.38
H -2.12 0.59 -0.93 0.42
H -1.74 -1.60 -0.13 0.34
H 0.92 1.99 -0.64 0.58
H 1.99 -0.67 1.62 0.25
```

HOMO-LUMO gap in Ha: 0.4230
Energy above the lowest of the compared OMol25 structures with the same formula, charge and spin in kcal/mol: 75.3
Charge: +1
SMILES: C[N@H+]1CC[C@]1(C)N
Lowest unoccupied orbital energy in eV: -2.73